(1)
Formula: C40H42AuClN2SSb2Si
Source: OMol25
Level of theory: ωB97M-V/def2-TZVPD

For the calculated total energy, the calculation gives -3422.45180 hartree. The value obtained for the relative energy (zero: lowest compared OMol25 entry of this formula, charge and spin) is 125.2 kJ/mol. The value obtained for the HOMO energy is -13.3 eV. The frontier orbital gap is 0.251 Eh.

ORCA input file:
```
! RIJCOSX wB97M-V def2-TZVPD def2/J DEFGRID3
* xyz 2 1
Au 0.4019 -1.6823 -0.1869
C 3.3850 1.5072 3.7520
Si 4.1935 -0.1812 3.7104
C 5.9834 -0.0382 4.2008
C 3.3110 -1.3938 4.8169
C 4.1494 -0.7962 1.9039
C 5.3363 -1.0018 1.1965
C 5.3306 -1.3696 -0.1426
C 4.1104 -1.5326 -0.7703
N 2.9566 -1.3770 -0.1222
C 2.9842 -1.0204 1.1662
S 1.3538 -0.8046 1.8679
H 3.4888 1.9491 4.7452
H 2.3190 1.4535 3.5228
H 3.8603 2.1857 3.0393
H 6.0449 0.3223 5.2299
H 6.5317 0.6712 3.5777
H 6.4999 -0.9994 4.1647
H 3.4585 -1.1085 5.8610
H 3.7107 -2.4021 4.6923
H 2.2370 -1.4287 4.6309
H 6.2861 -0.8612 1.6973
H 6.2522 -1.5216 -0.6866
H 4.0412 -1.7965 -1.8191
C -1.1756 0.8294 2.5255
C -2.6559 0.5289 2.3530
C -2.9363 -0.7154 1.5182
Sb -2.2864 -0.1622 -0.4239
C -3.6637 1.3753 -0.8672
C -4.9787 1.3059 -0.4147
C -5.8637 2.3337 -0.7109
C -5.4361 3.4264 -1.4524
C -4.1261 3.4943 -1.9058
C -3.2369 2.4708 -1.6116
C -2.6791 -1.4313 -2.0680
C -4.0146 -1.5257 -2.4535
C -4.3512 -2.2826 -3.5660
C -3.3612 -2.9185 -4.3025
C -2.0296 -2.7967 -3.9328
C -1.6833 -2.0489 -2.8159
Sb -0.0751 1.3150 0.6734
C 1.1734 1.1679 -1.0320
C 0.6306 0.8417 -2.2682
C 1.4485 0.8724 -3.3942
C 2.7823 1.2313 -3.2770
C 3.3105 1.5683 -2.0367
C 2.5089 1.5353 -0.9062
C -0.6848 3.3268 0.4728
C -1.5842 3.8931 1.3745
C -2.0075 5.2009 1.1957
C -1.5231 5.9483 0.1300
C -0.6130 5.3922 -0.7588
C -0.1895 4.0824 -0.5888
H -0.6250 -0.0057 2.9442
H -1.0061 1.7094 3.1447
H -3.1939 1.3880 1.9437
H -3.0540 0.3812 3.3625
H -4.0001 -0.9443 1.4847
H -2.3909 -1.5913 1.8681
H -5.3316 0.4604 0.1656
H -6.8867 2.2790 -0.3631
H -6.1280 4.2264 -1.6789
H -3.7941 4.3436 -2.4880
H -2.2159 2.5382 -1.9711
H -4.7964 -1.0170 -1.9034
H -5.3884 -2.3650 -3.8617
H -3.6281 -3.4984 -5.1757
H -1.2556 -3.2757 -4.5181
H -0.6374 -1.9427 -2.5564
H -0.4157 0.5942 -2.3947
H 1.0311 0.6259 -4.3619
H 3.4112 1.2580 -4.1568
H 4.3492 1.8581 -1.9469
H 2.9326 1.7910 0.0586
H -1.9747 3.3326 2.2125
H -2.7099 5.6381 1.8924
H -1.8489 6.9715 -0.0017
H -0.2268 5.9795 -1.5812
H 0.5209 3.6593 -1.2888
Cl 2.5969 -6.7622 -1.1701
C 1.1335 -5.8979 -0.9290
C -0.0791 -6.5562 -0.8035
C -1.2221 -5.7972 -0.6137
C -1.1186 -4.4211 -0.5565
N 0.0572 -3.7942 -0.6750
C 1.1679 -4.5158 -0.8575
H -0.1209 -7.6357 -0.8536
H -2.1889 -6.2685 -0.5103
H -1.9921 -3.7981 -0.4233
H 2.1041 -3.9798 -0.9404
*
```

=====

(2)
Formula: C40H42BN8O3PRuSSi2
Source: OMol25
Level of theory: ωB97M-V/def2-TZVPD

The expectation value of S² is 6.018. For the calculated total energy, the calculation gives -3651.59758 hartree. The value obtained for the HOMO energy (spin up / spin down) is -7.5 / -8.4 eV. The frontier orbital gap (spin up / spin down) is 0.284 / 0.252 Eh.

ORCA input file:
```
! RIJCOSX wB97M-V def2-TZVPD def2/J DEFGRID3
* xyz 0 5
Ru 0.2581 -0.7655 0.2153
C -2.3275 -2.4362 3.3526
C -1.8280 -1.4004 2.5686
N -0.6224 -1.7120 2.0987
N -0.3125 -2.9335 2.5780
C -1.3356 -3.3959 3.3167
B 1.0879 -3.5149 2.2241
N 1.0760 -3.8672 0.7212
C 1.2224 -5.0622 0.1293
C 1.2266 -4.8812 -1.2353
C 1.0589 -3.5116 -1.4073
N 0.9577 -2.8966 -0.2266
N 2.1556 -2.4208 2.4823
C 3.0581 -2.3899 3.4836
C 3.8249 -1.2564 3.3365
C 3.3031 -0.6337 2.1969
N 2.3028 -1.3420 1.6869
N 1.4736 -4.7147 3.0869
C 1.1654 -5.0072 4.3803
C 2.0036 -6.0029 4.8047
C 2.8270 -6.2565 3.6885
N 2.5190 -5.4764 2.6688
H -3.2734 -2.4867 3.8638
H -2.2860 -0.4585 2.3074
H -1.3158 -4.3818 3.7435
H 1.3404 -5.9590 0.7122
H 1.3264 -5.6340 -1.9983
H 1.0021 -2.9483 -2.3207
H 3.1053 -3.1751 4.2219
H 4.6407 -0.9261 3.9579
H 3.5941 0.2992 1.7358
H 0.4006 -4.4797 4.9212
H 2.0243 -6.4733 5.7736
H 3.6324 -6.9689 3.5896
O -1.9880 -3.1741 -1.8992
S -1.7979 -1.7687 -1.7009
O -0.4802 -1.2256 -2.1159
O -2.0634 -1.2854 -0.3241
C -2.8976 -0.8596 -2.7434
C -3.7849 -1.5143 -3.5811
C -4.5640 -0.7675 -4.4508
C -4.4416 0.6144 -4.4754
C -3.5580 1.2624 -3.6228
C -2.7599 0.5363 -2.7460
P -1.6576 1.3861 -1.5076
C -0.8052 2.6681 -2.4991
C -0.1713 3.7164 -1.8258
C 0.5951 4.6446 -2.5136
C 0.7567 4.5312 -3.8892
C 0.1501 3.4838 -4.5661
C -0.6191 2.5550 -3.8761
C -3.0428 2.3132 -0.7088
C -3.8440 1.5782 0.1680
C -4.9163 2.1750 0.8110
C -5.2100 3.5135 0.5827
C -4.4231 4.2483 -0.2910
C -3.3428 3.6528 -0.9342
H -3.8388 -2.5953 -3.5467
H -5.2635 -1.2635 -5.1121
H -5.0441 1.1966 -5.1616
H -3.4909 2.3436 -3.6388
H -0.2647 3.8099 -0.7494
H 1.0727 5.4500 -1.9702
H 1.3552 5.2557 -4.4273
H 0.2765 3.3812 -5.6367
H -1.0670 1.7321 -4.4184
H -3.6240 0.5278 0.3331
H -5.5248 1.5953 1.4942
H -6.0560 3.9785 1.0736
H -4.6455 5.2919 -0.4768
H -2.7340 4.2440 -1.6067
C -0.9941 2.4598 1.8111
Si 0.4617 1.2871 1.5905
C 0.8728 1.0068 3.4052
C 1.8156 2.2943 0.7428
C 2.1698 3.5448 1.2655
C 3.1167 4.3428 0.6399
C 3.7209 3.9054 -0.5337
C 3.3778 2.6708 -1.0654
C 2.4339 1.8477 -0.4379
Si 2.0909 0.1451 -1.1957
C 1.8647 0.3710 -3.0465
C 3.6747 -0.8515 -1.0657
H -0.6686 3.2185 2.5277
H -1.8709 1.9571 2.2302
H -1.3190 2.9637 0.9038
H 0.7701 1.9650 3.9235
H 1.8690 0.6182 3.5882
H 0.1558 0.3098 3.8498
H 1.6947 3.9036 2.1755
H 3.3845 5.3027 1.0660
H 4.4566 4.5257 -1.0321
H 3.8499 2.3438 -1.9887
H 1.9227 1.4316 -3.3032
H 0.9065 -0.0102 -3.3996
H 2.6586 -0.1671 -3.5678
H 4.3335 -0.5094 -1.8704
H 3.4914 -1.9206 -1.2002
H 4.1889 -0.7186 -0.1186
*
```

=====

(3)
Formula: C40H42Br2N2OP2SScSeSi
Source: OMol25
Level of theory: ωB97M-V/def2-TZVPD

For the calculated total energy, the calculation gives -11414.83439 hartree. The value obtained for the relative energy (zero: lowest compared OMol25 entry of this formula, charge and spin) is 57.3 kJ/mol. The value obtained for the HOMO energy is -10.5 eV. The frontier orbital gap is 0.275 Eh.

ORCA input file:
```
! RIJCOSX wB97M-V def2-TZVPD def2/J DEFGRID3
* xyz 1 1
Sc -0.2135 -0.3205 0.4776
Br -3.1168 2.2345 -2.6010
C -2.0534 2.9299 -1.2181
C -2.0610 4.3201 -0.9688
C -1.2636 4.8503 -0.0037
Br -1.2902 6.7132 0.2915
C -0.4172 4.0170 0.7710
C 0.4812 4.4727 1.7614
C 1.2688 3.5836 2.4348
C 1.1575 2.2186 2.1420
N 0.3282 1.7520 1.2350
C -0.4527 2.6331 0.5259
C -1.2736 2.0736 -0.4933
O -1.2148 0.7503 -0.7157
H -2.7032 4.9602 -1.5573
H 0.5406 5.5321 1.9720
H 1.9682 3.9118 3.1926
H 1.7594 1.4921 2.6735
C 2.3632 -5.3630 -5.2948
S 3.6094 -4.1307 -5.7173
C 4.0570 -3.6112 -4.0483
C 3.0048 -2.7273 -3.3921
C 3.3149 -2.4880 -1.9210
N 2.2365 -1.7945 -1.1924
P 2.3084 -0.1589 -0.7360
C 3.8278 0.0005 0.2364
C 4.2633 -1.0683 1.0186
C 5.3630 -0.9198 1.8532
C 6.0209 0.3009 1.9260
C 5.5785 1.3760 1.1654
C 4.4839 1.2297 0.3226
C 2.6054 0.7926 -2.2412
C 1.5247 1.4929 -2.7824
C 1.6596 2.1669 -3.9909
C 2.8733 2.1373 -4.6617
C 3.9548 1.4434 -4.1257
C 3.8257 0.7774 -2.9182
P 0.7669 -2.5088 -0.7030
C 1.2083 -4.1239 -0.0465
C 1.2894 -4.2648 1.3380
C 1.7424 -5.4561 1.8905
C 2.1165 -6.5041 1.0611
C 2.0314 -6.3703 -0.3211
C 1.5776 -5.1835 -0.8770
C -0.2466 -2.8310 -2.1729
C -1.2309 -3.8205 -2.1364
C -2.1248 -3.9521 -3.1914
C -2.0435 -3.0950 -4.2810
C -1.0742 -2.1001 -4.3147
C -0.1837 -1.9621 -3.2605
H 2.0553 -5.8338 -6.2277
H 1.4842 -4.9126 -4.8304
H 2.7881 -6.1269 -4.6412
H 5.0110 -3.0889 -4.1463
H 4.2393 -4.5080 -3.4471
H 2.0266 -3.2061 -3.4814
H 2.9357 -1.7761 -3.9254
H 4.2271 -1.8978 -1.8084
H 3.5079 -3.4446 -1.4286
H 3.7504 -2.0233 0.9645
H 5.7072 -1.7581 2.4457
H 6.8819 0.4135 2.5744
H 6.0906 2.3288 1.2231
H 4.1486 2.0695 -0.2759
H 0.5708 1.5005 -2.2664
H 0.8188 2.7114 -4.4048
H 2.9822 2.6583 -5.6054
H 4.9010 1.4259 -4.6511
H 4.6795 0.2554 -2.4980
H 0.9641 -3.4549 1.9806
H 1.7911 -5.5690 2.9658
H 2.4709 -7.4334 1.4918
H 2.3167 -7.1939 -0.9646
H 1.5040 -5.0834 -1.9557
H -1.3019 -4.4857 -1.2843
H -2.8843 -4.7251 -3.1628
H -2.7379 -3.2020 -5.1054
H -1.0119 -1.4301 -5.1637
H 0.5708 -1.1849 -3.2934
C -3.7961 -1.5126 -0.3928
Si -3.6264 -2.1790 1.3272
C -3.6193 -4.0353 1.3395
C -4.8388 -1.4854 2.5275
Se -1.5662 -1.5171 2.1588
H -4.5988 -2.0171 -0.9453
H -2.8708 -1.6611 -0.9466
H -4.0134 -0.4418 -0.3761
H -4.3317 -4.4161 2.0780
H -2.6290 -4.4160 1.5979
H -3.8998 -4.4317 0.3590
H -5.8221 -1.9555 2.4155
H -4.9484 -0.4065 2.3967
H -4.4789 -1.6754 3.5411
*
```